{"formula": "C23H23ClN4O3", "method": "ωB97M-V/def2-TZVPD", "elements": ["C", "C", "O", "C", "C", "C", "C", "C", "C", "H", "H", "C", "O", "N", "C", "H", "H", "C", "N", "C", "C", "C", "O", "N", "N", "C", "H", "C", "C", "C", "C", "C", "C", "H", "H", "H", "H", "H", "Cl", "C", "H", "C", "H", "H", "H", "H", "H", "H", "H", "H", "H", "H", "H", "H"], "xyz": [[-5.2266, -4.2446, 0.6393], [-4.1774, -4.0203, -0.6232], [-2.8843, -3.5095, -0.2326], [-2.7704, -2.3526, 0.1555], [-3.7386, -1.4682, -0.0007], [-3.4620, -0.1005, 0.5942], [-2.2082, 0.1366, 1.1485], [-1.2155, -0.7575, 0.9308], [-1.5881, -2.0208, 0.5503], [-0.7804, -2.8978, 0.6586], [-0.2615, -0.3725, 1.4467], [-1.7933, 1.7053, 1.3321], [-0.9926, 1.5835, 2.3250], [-2.0920, 2.7746, 0.7326], [-2.3826, 2.6124, -0.8541], [-3.3426, 3.1783, -0.8280], [-2.4941, 1.4334, -0.9769], [-1.1835, 3.1655, -1.3873], [0.1331, 3.2471, -0.6949], [0.8083, 2.0882, -0.4445], [0.6422, 0.8016, -1.2487], [1.5141, -0.1851, -0.8208], [1.4977, -1.2662, -1.4227], [2.6630, 0.0817, 0.0104], [2.9379, 1.4105, 0.0851], [2.1618, 2.1978, 0.1505], [2.3808, 2.9399, 0.5760], [3.7829, -0.7538, 0.0787], [3.3706, -2.2923, 0.4311], [4.5110, -3.1823, 0.6627], [5.7979, -2.5921, 0.6174], [6.0432, -1.3868, 0.3475], [5.0908, -0.4270, 0.2149], [5.2453, 0.4529, 0.0199], [7.0612, -1.0773, 0.5392], [6.6239, -3.1993, 0.9166], [4.2743, -4.1797, 0.5778], [2.4312, -2.5836, 0.5279], [-0.6331, 0.3396, -2.1663], [-0.2070, 4.1608, 0.6073], [0.6639, 3.6394, 1.4639], [-1.6772, 4.0374, 1.3004], [-2.2661, 4.7103, 0.6740], [-1.5768, 3.9043, 2.1750], [0.0521, 5.1169, 0.1365], [-0.8189, 2.6353, -2.4195], [-1.2220, 4.1716, -1.6398], [-4.0195, 0.6234, 0.5680], [-4.7488, -1.3731, -0.2823], [-4.8886, -3.2269, -1.2813], [-4.1308, -4.9043, -1.1953], [-6.2095, -4.5638, 0.1363], [-5.2502, -3.2659, 1.0164], [-4.7857, -5.0695, 1.3251]], "nbo_charge": [-0.64, -0.06, -0.47, 0.32, -0.34, -0.16, -0.09, -0.20, -0.24, 0.23, 0.26, 0.65, -0.71, -0.43, -0.26, 0.24, 0.28, -0.30, -0.40, 0.24, -0.27, 0.57, -0.61, -0.27, -0.16, 0.05, 0.16, 0.19, -0.13, -0.22, -0.21, -0.21, -0.23, 0.20, 0.21, 0.20, 0.21, 0.19, 0.12, -0.24, 0.23, -0.19, 0.21, 0.21, 0.21, 0.25, 0.21, 0.16, 0.23, 0.16, 0.20, 0.21, 0.21, 0.22], "smiles": "CCOc1ccc(C(=O)N2CCN(c3cnn(-c4ccccc4)c(=O)c3Cl)CC2)cc1", "e_lumo_ha": -0.008, "homo_energy_ha": -0.3002, "charge": 0, "homo_lumo_gap_ev": 7.95}



{"formula": "C18H24N2O2PReSe2Te2", "method": "ωB97M-V/def2-TZVPD", "elements": ["Re", "O", "C", "O", "C", "P", "C", "C", "C", "C", "C", "C", "C", "C", "C", "C", "C", "C", "H", "H", "H", "H", "H", "H", "H", "H", "H", "H", "H", "H", "N", "C", "C", "C", "C", "N", "H", "H", "H", "H", "H", "H", "H", "H", "H", "H", "H", "H", "Se", "Te", "Te", "Se"], "xyz": [[-1.8327, 0.9439, 0.4603], [-1.2089, 0.0181, 4.3458], [-1.3606, -0.1055, 3.1676], [-1.8552, 0.8984, 2.4128], [-1.0808, -1.3780, 2.3800], [-0.4242, -0.9092, 0.7270], [-0.5833, -2.3768, -0.3243], [-1.4818, -2.3826, -1.3872], [-1.6501, -3.5178, -2.1658], [-0.9223, -4.6611, -1.8795], [-0.0277, -4.6681, -0.8171], [0.1436, -3.5340, -0.0443], [1.3739, -0.7975, 1.0188], [2.2789, -1.1130, 0.0045], [3.6376, -0.9217, 0.1873], [4.1120, -0.4103, 1.3866], [3.2229, -0.0990, 2.4036], [1.8612, -0.2895, 2.2224], [-2.0390, -1.8713, 2.1877], [-0.4414, -2.0487, 2.9525], [-2.0593, -1.4925, -1.6062], [-2.3505, -3.5102, -2.9895], [-1.0527, -5.5498, -2.4809], [0.5384, -5.5607, -0.5901], [0.8479, -3.5492, 0.7782], [1.9235, -1.5197, -0.9344], [4.3282, -1.1784, -0.6036], [5.1732, -0.2642, 1.5313], [3.5868, 0.2841, 3.3468], [1.1933, -0.0461, 3.0407], [-0.5874, 2.7610, 0.7513], [0.8828, 2.9327, 0.5969], [1.4235, 2.2186, -0.6254], [0.7041, 2.5160, -1.9483], [-0.2370, 1.4101, -2.4076], [-1.5367, 1.4203, -1.6831], [-1.0606, 3.4701, 0.1892], [-0.8357, 2.9943, 1.7128], [1.3530, 2.5362, 1.4979], [1.0978, 4.0039, 0.5548], [1.3839, 1.1467, -0.4386], [2.4829, 2.4646, -0.7076], [1.4419, 2.6564, -2.7389], [0.1546, 3.4643, -1.9059], [0.2163, 0.4287, -2.2483], [-0.4443, 1.5144, -3.4744], [-2.1470, 0.7431, -2.1372], [-1.9805, 2.3252, -1.8697], [-2.9147, 4.8510, -1.6286], [-4.9712, 3.7038, -1.2294], [-4.3297, 2.1903, 0.9868], [-3.9469, -0.1413, 0.0223]], "lowdin_spin": [-0.04, 0.01, 0.00, 0.01, -0.01, 0.00, 0.00, 0.00, 0.00, 0.00, 0.00, 0.00, 0.00, 0.00, 0.00, 0.00, 0.00, 0.00, 0.00, 0.00, 0.00, 0.00, 0.00, 0.00, 0.00, 0.00, 0.00, 0.00, 0.00, 0.00, 0.00, 0.00, 0.00, 0.00, 0.00, 0.01, 0.00, 0.00, 0.00, 0.00, 0.00, 0.00, 0.00, 0.00, 0.00, 0.00, 0.00, 0.01, 0.58, 0.36, 0.00, 0.06], "e_lumo_ha": [-0.140, -0.195], "homo_energy_ha": [-0.4017, -0.4039], "spin_multiplicity": 2, "charge": 1, "homo_lumo_gap_ev": [7.12, 5.67]}



{"formula": "C9H8N5O8", "method": "ωB97M-V/def2-TZVPD", "elements": ["C", "C", "O", "C", "C", "N", "O", "O", "O", "H", "H", "H", "H", "H", "H", "O", "N", "C", "C", "C", "N", "O", "O", "N", "C", "N", "C", "O", "H", "H"], "xyz": [[-3.7214, -0.7610, 3.2492], [-2.5077, 0.1342, 3.2329], [-1.3255, -0.6529, 2.9381], [-0.1975, 0.1108, 2.8823], [0.9528, -0.7132, 2.5061], [2.2096, -0.3350, 2.8950], [3.2179, -0.9477, 2.4130], [2.3610, 0.5838, 3.7340], [-0.2069, 1.3128, 3.0795], [-4.6098, -0.1297, 3.3062], [-3.7895, -1.3714, 2.3445], [-3.7213, -1.4127, 4.1272], [-2.6328, 0.9093, 2.4663], [-2.3836, 0.6128, 4.2120], [0.8055, -1.6718, 2.0127], [-0.5419, -1.2965, -0.8917], [0.4315, -1.7600, -1.5309], [1.7438, -1.2898, -1.2264], [1.9369, -0.2267, -0.3376], [3.2392, 0.2194, -0.2635], [3.7401, 1.4079, 0.2588], [3.2476, 2.2669, 0.9561], [5.0801, 1.5285, -0.2059], [5.4276, 0.4203, -0.9909], [4.2984, -0.3442, -1.0540], [4.1039, -1.3908, -1.8594], [2.8577, -1.8445, -1.9401], [0.2972, -2.6170, -2.4339], [1.1232, 0.3041, 0.1441], [2.6587, -2.6812, -2.6176]], "nbo_charge": [-0.62, -0.07, -0.53, 0.73, -0.40, 0.46, -0.58, -0.48, -0.63, 0.20, 0.21, 0.20, 0.18, 0.18, 0.21, -0.38, 0.50, -0.08, -0.04, -0.03, 0.45, -0.30, -0.16, -0.13, 0.29, -0.42, 0.12, -0.41, 0.29, 0.23], "e_lumo_ha": 0.030, "homo_energy_ha": -0.1660, "charge": -1, "homo_lumo_gap_ev": 5.33}



| no. | E_tot (eV) |
| --- | --- |
| 1 | -48831.915 |
| 2 | -182825.656 |
| 3 | -33284.313 |